Entry a
C6H13NO3 | ωB97M-V with the def2-TZVPD basis set

## Properties
SMILES: O=CCCCC(=O)O.CN
charge: 0
LUMO level: 0.70 eV
orbital gap: 10.26 eV

Each line ends with the Löwdin charge.
Element x y z (Å)
C1 0.924 0.680 3.310  -0.155
N1 1.837 0.434 2.197  -0.047
H1 0.428 -0.263 3.572  0.076
H2 1.434 1.079 4.200  0.069
H3 0.145 1.386 2.994  0.076
H4 2.615 -0.158 2.479  0.096
H5 2.209 1.301 1.819  0.094
C2 1.136 -0.730 0.286  -0.568
O1 2.224 -0.740 -0.301  0.023
C3 -0.035 0.075 -0.249  -0.138
C4 -0.588 -0.386 -1.593  -0.195
C5 -1.782 0.467 -2.027  -0.172
C6 -2.288 0.094 -3.388  -0.275
O2 -3.447 -0.130 -3.656  0.048
H6 -0.822 0.012 0.518  0.123
H7 0.287 1.124 -0.309  0.125
H8 0.204 -0.334 -2.355  0.126
H9 -0.895 -1.440 -1.526  0.130
H10 -2.608 0.407 -1.305  0.126
H11 -1.467 1.524 -2.094  0.130
H12 -1.512 0.039 -4.187  0.128
O3 0.702 -1.857 0.919  0.061
H13 1.298 -2.584 0.697  0.121

***

Entry b
C6H13NO3 | ωB97M-V with the def2-TZVPD basis set

## Properties
SMILES: C[C@@](N)(CCCO)C(=O)O
charge: 0
LUMO level: 0.45 eV
orbital gap: 9.10 eV

Each line ends with the Löwdin charge.
Element x y z (Å)
C1 -0.946 0.262 -0.572  -0.518
C2 -0.780 0.557 0.926  -0.151
C3 2.214 -0.189 1.270  -0.234
C4 0.336 -0.331 1.470  -0.106
C5 -1.742 -1.014 -0.844  -0.026
C6 0.538 0.148 -0.976  -0.413
N1 -1.613 1.370 -1.242  0.096
O1 1.044 -0.991 -1.493  0.145
O2 2.649 1.000 0.889  -0.114
O3 1.213 1.191 -1.103  0.070
H1 0.440 -1.731 -1.350  0.110
H2 2.110 1.273 -0.077  0.102
H3 -1.731 1.182 -2.233  0.089
H4 -1.057 2.214 -1.156  0.087
H5 -0.476 1.601 1.038  0.126
H6 -1.731 0.419 1.453  0.124
H7 2.524 -0.453 2.284  0.102
H8 2.364 -0.982 0.530  0.081
H9 0.399 -0.158 2.544  0.078
H10 0.124 -1.397 1.371  0.081
H11 -1.378 -1.862 -0.264  0.083
H12 -1.725 -1.274 -1.905  0.092
H13 -2.777 -0.837 -0.558  0.095

***

Entry c
C6H13NO3 | ωB97M-V with the def2-TZVPD basis set

## Properties
SMILES: CCCCC#N.OC(O)O
charge: 0
LUMO level: 0.59 eV
orbital gap: 10.93 eV

Each line ends with the Löwdin charge.
Element x y z (Å)
C1 0.415 -1.076 -1.599  -0.217
C2 -1.502 1.638 1.234  -0.113
C3 0.037 0.187 -2.227  -0.158
C4 -0.435 0.939 0.260  -0.236
C5 -0.982 0.783 -1.215  -0.209
C6 2.745 -2.705 1.659  -0.541
N1 0.761 -2.089 -1.196  0.193
O1 3.985 -2.647 2.362  0.002
O2 2.024 -1.575 1.938  -0.003
O3 3.057 -2.864 0.290  0.022
H1 -2.272 2.266 0.697  0.060
H2 -2.128 0.777 1.727  0.095
H3 -1.108 2.348 2.063  0.084
H4 -0.571 -0.089 -3.107  0.116
H5 0.978 0.739 -2.670  0.162
H6 0.559 1.476 0.159  0.122
H7 -0.221 0.085 0.780  0.039
H8 -1.867 0.220 -1.261  0.094
H9 -1.352 1.776 -1.476  0.106
H10 2.144 -3.413 2.305  0.176
H11 4.595 -2.160 1.797  0.088
H12 2.334 -0.679 1.690  0.114
H13 2.307 -2.915 -0.276  0.003

***

Short version: entry a is the most stable of them.

***

Entry a
C5H10N5 | ωB97M-V with the def2-TZVPD basis set

## Properties
charge: +1
LUMO level: -3.42 eV
orbital gap: 8.45 eV

Each line ends with the Löwdin charge.
Element x y z (Å)
C1 -0.183 -1.564 -0.544  -0.124
C2 -1.318 0.994 0.511  -0.062
C3 -1.846 -0.252 0.492  -0.425
C4 0.913 0.430 -0.175  -0.092
C5 2.360 -1.319 -0.679  -0.040
N1 -1.248 -1.352 0.041  0.153
N2 1.000 -0.866 -0.529  -0.090
N3 -1.467 2.251 0.331  0.105
N4 -3.121 -0.341 0.874  0.135
N5 1.996 1.198 -0.024  0.128
H1 -0.027 -2.582 -0.767  0.133
H2 2.884 -1.410 0.302  0.119
H3 2.408 -2.310 -1.210  0.123
H4 3.098 -0.650 -1.127  0.084
H5 -2.071 2.682 -0.464  0.187
H6 -1.005 2.824 1.064  0.141
H7 -3.714 0.408 1.307  0.148
H8 -3.517 -1.329 0.939  0.157
H9 1.973 2.273 -0.025  0.163
H10 2.887 0.915 -0.318  0.057

***

Entry b
C5H10N5 | ωB97M-V with the def2-TZVPD basis set

## Properties
SMILES: [H]/N=N/C(C)=C(/C)NC#[N+]N
charge: +1
LUMO level: -3.88 eV
orbital gap: 8.78 eV

Each line ends with the Löwdin charge.
Element x y z (Å)
C1 -0.324 0.697 0.367  -0.206
C2 -0.491 -0.645 0.157  -0.289
C3 2.030 0.927 0.447  -0.036
C4 -1.390 1.726 0.177  -0.014
C5 -1.729 -1.216 -0.477  -0.003
N1 0.882 1.219 0.920  0.139
N2 1.473 -1.788 0.735  0.129
N3 2.885 0.656 -0.335  0.078
N4 0.246 -1.607 0.732  0.011
N5 3.828 -0.199 -0.564  0.110
H1 -1.191 2.608 0.781  0.088
H2 -2.369 1.341 0.449  0.092
H3 -1.431 2.040 -0.868  0.104
H4 -2.240 -1.865 0.236  0.100
H5 -1.437 -1.835 -1.324  0.096
H6 -2.404 -0.446 -0.829  0.077
H7 0.805 1.901 1.672  0.183
H8 1.706 -2.565 1.373  0.095
H9 3.679 -1.157 -0.257  0.112
H10 4.372 -0.024 -1.398  0.134

***

Short version: entry a is the most stable of them.

***

Entry a
C6H14N2O2 | ωB97M-V with the def2-TZVPD basis set

## Properties
SMILES: CNC(C)=O.CNC(C)=O
charge: 0
LUMO level: 0.55 eV
orbital gap: 10.04 eV

Each line ends with the Löwdin charge.
Element x y z (Å)
C1 -1.736 -2.526 0.650  0.005
C2 -1.478 1.014 1.976  -0.068
C3 -1.846 -1.019 0.645  -0.567
O1 -2.293 -0.358 -0.272  0.045
N1 -1.381 -0.415 1.790  -0.009
H1 -2.680 -2.934 0.291  0.090
H2 -0.872 -0.998 2.433  0.127
H3 -1.676 1.219 3.025  0.085
H4 -0.970 -2.842 -0.062  0.081
H5 -1.581 -2.909 1.652  0.073
H6 -0.572 1.546 1.681  0.063
H7 -2.275 1.394 1.341  0.090
C4 0.501 -0.528 -2.011  -0.067
C5 2.360 1.832 0.324  -0.007
C6 2.097 0.950 -0.881  -0.551
O2 2.890 0.887 -1.804  0.043
N2 0.881 0.334 -0.914  0.014
H8 0.398 0.243 -0.037  0.092
H9 0.089 0.030 -2.847  0.092
H10 1.370 -1.075 -2.373  0.084
H11 3.189 2.472 0.039  0.080
H12 -0.187 -1.277 -1.632  0.059
H13 1.476 2.401 0.595  0.064
H14 2.634 1.244 1.209  0.084

***

Entry b
C6H14N2O2 | ωB97M-V with the def2-TZVPD basis set

## Properties
SMILES: CNC(C)=O.CNC(C)=O
charge: 0
LUMO level: 0.52 eV
orbital gap: 10.07 eV

Each line ends with the Löwdin charge.
Element x y z (Å)
C1 -2.097 0.541 1.771  0.004
C2 -0.693 2.502 -1.127  -0.080
C3 -1.951 1.135 0.385  -0.523
O1 -2.887 1.285 -0.360  0.071
N1 -0.643 1.559 0.030  -0.013
H1 -2.917 -0.177 1.801  0.090
H2 -0.120 2.022 0.762  0.122
H3 -0.802 3.537 -0.799  0.084
H4 -1.237 -0.053 2.067  0.043
H5 -2.321 1.377 2.432  0.091
H6 0.300 2.519 -1.594  0.075
H7 -1.408 2.136 -1.840  0.073
C4 1.649 -1.455 -2.160  -0.059
C5 1.198 -1.556 1.577  -0.003
C6 1.465 -2.116 0.179  -0.557
O2 1.736 -3.274 -0.038  0.057
N2 1.321 -1.136 -0.757  0.000
H8 0.875 -0.246 -0.605  0.093
H9 1.564 -2.515 -2.367  0.079
H10 0.181 -1.181 1.587  0.037
H11 0.917 -0.930 -2.772  0.074
H12 2.618 -0.992 -2.357  0.081
H13 1.400 -2.270 2.368  0.079
H14 1.852 -0.710 1.816  0.082

***

Entry c
C6H14N2O2 | ωB97M-V with the def2-TZVPD basis set

## Properties
SMILES: CNC(C)=O.CNC(C)=O
charge: 0
LUMO level: 0.33 eV
orbital gap: 9.92 eV

Each line ends with the Löwdin charge.
Element x y z (Å)
C1 -2.230 -1.459 1.816  -0.024
C2 -0.944 -2.367 -1.552  -0.116
C3 -2.204 -2.337 0.630  -0.535
O1 -3.141 -2.903 0.111  0.064
N1 -1.029 -2.164 -0.168  -0.049
H1 -3.019 -0.647 1.637  0.121
H2 -1.122 -1.093 1.989  0.097
H3 -0.217 -2.162 0.352  0.078
H4 -1.446 -3.155 -2.023  0.061
H5 -2.338 -2.120 2.738  0.099
H6 -1.271 -1.390 -2.018  0.091
H7 0.160 -2.129 -1.818  0.115
C4 2.219 1.493 1.694  -0.076
C5 1.271 2.402 -2.029  -0.003
C6 1.750 2.479 -0.564  -0.478
O2 2.368 3.490 -0.230  0.021
N2 1.756 1.353 0.310  -0.023
H8 0.975 0.707 0.236  0.103
H9 1.286 1.105 2.226  0.101
H10 0.690 3.219 -2.272  0.041
H11 3.110 0.996 1.850  0.051
H12 2.208 2.532 2.014  0.079
H13 2.147 2.441 -2.736  0.102
H14 0.757 1.410 -2.196  0.080

***

Entry d
C6H14N2O2 | ωB97M-V with the def2-TZVPD basis set

## Properties
charge: 0
LUMO level: 0.37 eV
orbital gap: 7.95 eV

Each line ends with the Löwdin charge.
Element x y z (Å)
C1 0.198 0.813 -1.473  -0.312
C2 0.956 0.130 0.637  -0.217
C3 1.236 1.192 -0.425  -0.161
C4 -1.387 -1.786 1.812  -0.168
C5 1.647 -1.191 0.423  -0.108
N1 -0.677 -0.760 2.242  0.056
C6 -0.804 0.141 -0.521  -0.487
N2 -0.415 1.973 -2.119  0.046
O1 -1.763 0.979 -0.027  0.046
O2 -1.178 -1.086 -0.720  0.015
H1 -1.638 1.832 -0.488  0.095
H2 -1.207 0.108 2.173  0.060
H3 0.570 0.057 -2.169  0.150
H4 1.116 0.520 1.635  0.091
H5 0.285 2.659 -2.378  0.085
H6 -0.936 1.715 -2.949  0.090
H7 2.270 1.212 -0.795  0.110
H8 0.998 2.184 -0.033  0.115
H9 -1.010 -2.776 2.063  0.080
H10 -1.310 -1.585 0.291  0.105
H11 -2.475 -1.726 1.710  0.095
H12 2.722 -1.043 0.266  0.076
H13 1.542 -1.839 1.291  0.064
H14 1.260 -1.725 -0.446  0.074

***

Short version: entry a is the most stable of them.